1.
DFT (the ωB97M-V functional and the def2-TZVPD basis) results for 2 unconnected molecules or ions with the total composition C10H23ClNO2.

Its gap between HOMO and LUMO is 8.810 eV.

Geometry as ORCA input:
```
! RIJCOSX wB97M-V def2-TZVPD def2/J DEFGRID3
* xyz 1 1
C 4.06500 -1.26866 0.44398
C 3.46082 -0.29499 -0.58994
C 2.00913 -0.61064 -1.02432
C 0.97213 0.38729 -0.49661
C 0.74275 0.27645 1.03288
C -0.74895 0.30840 1.42631
C -1.29503 -1.09450 1.66681
N -1.15752 -1.97038 0.43245
C -2.23133 -1.95720 -0.63744
C -3.05947 -0.67921 -0.67335
O -2.75947 0.25362 -1.35231
Cl -4.50890 -0.72425 0.28362
H 5.06896 -1.58428 0.15179
H 4.13817 -0.81959 1.43768
H 3.46156 -2.17978 0.53031
H 3.47299 0.72212 -0.18321
H 4.09424 -0.28201 -1.47814
H 1.75529 -1.62317 -0.66238
H 1.94651 -0.65023 -2.11552
H 1.27269 1.40485 -0.75680
H 0.01534 0.22089 -1.01726
H 1.27955 1.06253 1.56673
H 1.19429 -0.66641 1.37978
H -1.30380 0.82060 0.64167
H -0.91011 0.86019 2.35490
H -0.68409 -1.59081 2.42809
H -2.33098 -1.12234 2.00238
H -0.25377 -1.76237 -0.00634
H -1.08953 -2.93453 0.75979
H -1.73143 -2.02362 -1.60763
H -2.85916 -2.83952 -0.50801
C -2.05143 4.08698 -0.84386
O -1.37287 2.83252 -0.86576
H -1.36075 4.81581 -0.42848
H -2.33223 4.40621 -1.84918
H -2.94339 4.05168 -0.21370
H -1.96526 2.16834 -1.22897
*
```

***

2.
DFT (the ωB97M-V functional and the def2-TZVPD basis) results for a molecular structure, C26H25LaNSi.

Its gap between HOMO and LUMO (spin up / spin down) is 4.076 / 3.450 eV. As for the energy relative to the best compared isomer or geometry (same formula, charge and spin): 4.194 eV.

Geometry as ORCA input:
```
! RIJCOSX wB97M-V def2-TZVPD def2/J DEFGRID3
* xyz -1 1
C -0.00045 -1.75810 -4.04821
C -1.31168 -1.73681 -3.47207
C -1.19902 -2.17440 -2.12841
C 0.16152 -2.48492 -1.87061
C 0.90816 -2.24426 -3.05551
La 0.19720 0.24670 -2.25894
C -1.54724 2.79058 -3.72496
C -0.76636 3.07398 -4.79037
C 0.44084 3.05411 -5.33099
N 2.15488 0.48080 -1.66883
H -2.02549 -2.37393 -1.44386
H -2.23810 -1.52456 -4.00022
H 0.54090 -2.92734 -0.94856
H 1.96957 -2.42862 -3.19472
H 0.23794 -1.53553 -5.07370
H -2.65403 2.67772 -3.86837
H 2.86797 1.16297 -2.04775
H -1.07369 2.72789 -2.72867
H 0.55371 3.38558 -6.36063
H 1.39785 2.73733 -4.87674
C -0.81268 4.36126 2.19809
C 0.30032 4.02655 1.41638
C 0.58984 2.69052 1.14426
C -0.24995 1.66827 1.63314
C -1.30025 2.00328 2.50312
C -1.59679 3.34784 2.75961
Si 0.05525 -0.04980 0.99383
C 1.67055 -0.66329 1.67010
C 2.63253 -1.08813 0.73935
C 3.91761 -1.42397 1.13993
C 4.25249 -1.40304 2.49632
C 3.29462 -1.01666 3.44346
C 2.00912 -0.63229 3.03339
C -1.30421 -1.17475 1.55261
C -1.04447 -2.34055 2.29420
C -2.06614 -3.26949 2.52235
C -3.35184 -3.04237 2.02027
C -3.63066 -1.85504 1.33011
C -2.61961 -0.91557 1.11724
H -1.06301 5.40755 2.37035
H 0.93940 4.81291 1.01291
H 1.45202 2.42511 0.52578
H -1.89688 1.21655 2.96919
H -2.44732 3.60330 3.39356
H 2.41708 -1.03731 -0.33976
H 4.65339 -1.69721 0.38165
H 5.25990 -1.67870 2.80903
H 3.55055 -1.00531 4.50208
H 1.28142 -0.29458 3.77535
H -0.03904 -2.52128 2.67748
H -1.85096 -4.17654 3.08946
H -4.13674 -3.78413 2.16791
H -4.63616 -1.66001 0.95476
H -2.84383 0.01768 0.59460
*
```

***

3.
DFT (the ωB97M-V functional and the def2-TZVPD basis) results for 2 unconnected molecules or ions with the total composition Cl2H4Si2.

Its gap between HOMO and LUMO is 7.812 eV. As for the energy relative to the best compared isomer or geometry (same formula, charge and spin): 1.913 eV.

Geometry as ORCA input:
```
! RIJCOSX wB97M-V def2-TZVPD def2/J DEFGRID3
* xyz 0 1
Si 0.96652 2.20210 -0.69665
Si -2.66758 -0.10359 -0.77734
Cl -2.59332 -2.06311 -0.45923
Cl 0.59300 1.33373 1.11881
H 0.12414 3.35181 -0.66497
H 2.34489 2.60835 -0.56202
H 1.11369 1.02658 -1.54478
H -1.87778 0.42131 0.45044
*
```

***

4.
DFT (the ωB97M-V functional and the def2-TZVPD basis) results for 2 unconnected molecules or ions with the total composition C3H2F4.

Its gap between HOMO and LUMO is 10.581 eV. As for the energy relative to the best compared isomer or geometry (same formula, charge and spin): 3.118 eV.

Geometry as ORCA input:
```
! RIJCOSX wB97M-V def2-TZVPD def2/J DEFGRID3
* xyz 0 1
C 0.58000 0.26439 -0.76010
C -0.17203 1.07288 -1.52610
C -0.51411 0.09917 1.06002
F 0.13943 1.46528 -2.77489
F -1.32724 1.47589 -1.21093
F -1.70782 -0.24631 0.75751
F -0.47520 1.34750 1.50512
H 1.51772 -0.17582 -0.88342
H 0.07245 -0.64695 1.45894
*
```

***

5.
DFT (the ωB97M-V functional and the def2-TZVPD basis) results for 5 unconnected molecules or ions with the total composition C20H45BF9NO9P.

Its gap between HOMO and LUMO is 5.672 eV.

Geometry as ORCA input:
```
! RIJCOSX wB97M-V def2-TZVPD def2/J DEFGRID3
* xyz 1 1
N 2.27204 -2.11193 -0.38628
B 2.04986 -1.33049 -1.67287
O 2.61415 -1.70892 -3.00826
P 0.92185 0.25590 -1.63008
C -0.74183 -0.06084 -0.66726
F -1.49573 1.20901 -0.75546
F -0.36194 -0.24759 0.77345
C -1.53502 -1.38949 -1.20660
F -0.99970 -2.54215 -0.38950
F -1.18198 -1.53165 -2.66861
C -3.16890 -1.30713 -1.14308
F -3.55374 -1.13780 0.30774
F -3.75461 -0.20013 -1.98831
C -3.94246 -2.68158 -1.65378
F -3.03346 -3.74756 -2.13210
F -4.80989 -2.32360 -2.83817
F -4.91928 -3.15957 -0.60577
H 1.64372 -2.95962 -0.48731
H 3.25941 -2.46891 -0.41464
H 1.91415 -2.35948 -3.36864
H 0.50955 0.67740 -2.96861
H 1.68584 1.32586 -1.01958
C -5.80602 1.75594 4.09492
O -4.50789 1.66215 3.51571
C -4.53736 1.07534 2.21188
C -4.46198 2.14502 1.11605
O -5.62690 2.97542 1.11757
C -5.40495 4.21784 1.77569
H -5.75315 2.44651 4.94267
H -6.54716 2.13549 3.38502
H -6.11592 0.77464 4.46098
H -5.42520 0.44417 2.08778
H -3.65613 0.43020 2.13210
H -4.42676 1.64314 0.14514
H -3.55294 2.74933 1.21697
H -4.84178 4.88539 1.11516
H -4.86810 4.09800 2.71772
H -6.37623 4.67304 1.98650
C 6.03949 -0.35926 -1.60768
O 5.44525 0.59559 -0.73330
C 5.53616 0.20389 0.63911
C 6.68440 0.92800 1.35180
O 7.95496 0.53567 0.82418
C 8.47366 1.48555 -0.10031
H 6.18431 0.11457 -2.58384
H 7.01186 -0.70307 -1.24217
H 5.36896 -1.21295 -1.72845
H 5.63878 -0.88399 0.72866
H 4.59280 0.48994 1.11596
H 6.67226 0.64049 2.40678
H 6.55901 2.01564 1.29675
H 8.88404 2.34085 0.44662
H 7.71799 1.83219 -0.80656
H 9.28156 1.01089 -0.66334
C -1.53920 5.33721 -2.23988
O -2.23901 4.33656 -2.97362
C -3.27312 3.72150 -2.20064
C -4.64906 4.30402 -2.54443
O -4.74242 5.67973 -2.16323
C -4.54826 6.56072 -3.26421
H -0.96902 5.94549 -2.94929
H -2.21864 5.99423 -1.68853
H -0.84217 4.86265 -1.54567
H -3.06349 3.80921 -1.12807
H -3.27092 2.65630 -2.45455
H -5.40686 3.76052 -1.97335
H -4.87501 4.17903 -3.60981
H -5.45897 6.59249 -3.87140
H -3.70360 6.26499 -3.88798
H -4.35478 7.56268 -2.87223
C 4.02321 -7.72526 2.37658
O 2.87331 -7.29290 3.09784
C 2.98518 -5.93507 3.53254
C 2.21200 -4.98713 2.60824
O 2.78833 -4.95063 1.29937
C 2.08219 -5.76994 0.37412
H 3.76717 -8.64794 1.84605
H 4.35155 -6.98349 1.64222
H 4.83603 -7.93648 3.07492
H 4.03700 -5.63672 3.61440
H 2.54522 -5.88314 4.53398
H 2.27912 -3.97506 3.01689
H 1.15190 -5.26194 2.55933
H 1.16405 -5.26101 0.06252
H 1.83462 -6.74731 0.79061
H 2.71461 -5.91864 -0.50505
*
```

***

6.
DFT (the ωB97M-V functional and the def2-TZVPD basis) results for a molecular structure, C18H27B3Cl24NO6P.

Its gap between HOMO and LUMO is 7.513 eV.

Geometry as ORCA input:
```
! RIJCOSX wB97M-V def2-TZVPD def2/J DEFGRID3
* xyz 0 1
C 3.59078 -2.03386 -0.04056
C 4.10737 -1.10470 -1.15150
O 3.12132 -1.00353 -2.17496
C 2.98974 0.33830 -2.65015
C 2.01176 1.09034 -1.74436
C 1.31620 2.30360 -2.41014
C -0.19341 2.11041 -2.64349
C -1.05851 2.77702 -1.52972
B -1.67630 1.77169 -0.49622
O -1.81786 0.40147 -0.70719
B -1.96487 -0.34833 0.44342
C -2.35696 -1.87808 0.25088
O -2.83787 -2.46315 1.48082
N -2.59126 -3.87670 1.46145
O -3.15565 -4.36843 0.56229
O -1.75712 0.12754 1.71696
B -1.38195 1.47562 1.67480
P 0.03908 2.30673 2.67194
C 1.58723 1.56408 1.95363
C 2.29838 0.50866 2.83083
C -0.08961 1.97112 4.49327
C 1.00485 2.81853 5.21158
O -2.07991 2.25603 0.75863
H 3.83173 -1.67269 0.96056
H 3.92701 -3.06144 -0.15629
H 2.50023 -2.03066 -0.11347
H 4.26459 -0.11588 -0.71159
H 5.03855 -1.52959 -1.54067
H 2.63635 0.30545 -3.68353
H 3.98710 0.79181 -2.66900
H 1.28958 0.36631 -1.35911
H 2.58832 1.44793 -0.88711
H 1.55049 3.17976 -1.80200
H 1.81409 2.47448 -3.37032
H -0.43841 2.57546 -3.60881
H -0.39280 1.03824 -2.62540
H -0.38783 3.42108 -0.94962
H -1.83137 3.44237 -1.92590
H -3.09980 -1.90926 -0.55032
H -1.46161 -2.42706 -0.05651
H 2.29504 2.32250 1.62176
H 1.28785 1.04485 1.03777
H 1.81169 -0.45896 2.69660
H 2.26940 0.79866 3.87812
H 3.31785 0.37725 2.46933
H -1.05153 2.38080 4.79559
H -0.01692 0.92015 4.77248
H 0.56773 3.43055 5.99723
H 1.40898 3.52999 4.48519
H 1.83819 2.21213 5.56050
C 6.28747 0.55814 3.66880
Cl 8.04489 0.63396 3.82589
Cl 5.68227 -0.89692 4.46851
Cl 5.56304 1.98720 4.41618
Cl 5.84991 0.50838 1.95542
C -6.66480 -1.20308 2.62807
Cl -6.67107 -0.57694 4.28383
Cl -7.91595 -2.44530 2.46520
Cl -6.99952 0.11914 1.49994
Cl -5.07978 -1.89775 2.26021
C 3.03093 -5.01222 -2.90122
Cl 2.78826 -6.35450 -4.02743
Cl 1.50509 -4.64865 -2.08429
Cl 4.24763 -5.47218 -1.70080
Cl 3.58006 -3.58785 -3.78557
C -1.95007 2.54951 -7.01376
Cl -2.82059 2.96168 -5.52948
Cl -2.72099 1.15672 -7.78039
Cl -1.99076 3.92901 -8.11783
Cl -0.26844 2.15427 -6.63021
C -5.44106 5.35967 -3.10409
Cl -4.57965 6.28452 -1.86952
Cl -5.20124 6.11366 -4.68406
Cl -4.81110 3.70642 -3.14304
Cl -7.16474 5.32164 -2.72097
C -2.99542 -8.21184 2.30353
Cl -2.93139 -8.98549 0.71380
Cl -1.68938 -8.84614 3.31697
Cl -2.81074 -6.46677 2.11439
Cl -4.55290 -8.56309 3.06555
*
```